{
  "formula": "C22H26Cl3GeN2O5SSiZn",
  "method": "wB97M-V/def2-TZVPD",
  "species": ["Zn", "O", "C", "C", "C", "C", "C", "C", "N", "H", "H", "H", "H", "H", "H", "H", "O", "S", "O", "O", "O", "N", "C", "C", "C", "C", "C", "C", "C", "C", "C", "C", "C", "C", "C", "H", "H", "H", "H", "H", "H", "H", "H", "H", "H", "Cl", "Ge", "Cl", "Cl", "C", "Si", "C", "C", "H", "H", "H", "H", "H", "H", "H", "H", "H"],
  "xyz": [[0.261, 1.087, 0.377], [-1.798, 1.883, 0.482], [-2.585, 1.450, 1.574], [-1.917, 0.303, 2.282], [-2.458, -0.234, 3.445], [-1.802, -1.278, 4.059], [-0.622, -1.762, 3.502], [-0.151, -1.173, 2.350], [-0.800, -0.167, 1.748], [-2.318, 1.824, -0.339], [-3.570, 1.125, 1.231], [-2.703, 2.276, 2.281], [-3.384, 0.168, 3.833], [-2.201, -1.719, 4.964], [-0.066, -2.570, 3.957], [0.777, -1.478, 1.887], [0.519, 2.801, -0.897], [1.333, 1.942, -1.798], [1.432, 2.434, -3.142], [0.745, 0.569, -1.652], [2.723, 1.846, -1.165], [2.111, 0.735, 1.048], [2.250, 0.833, 2.374], [1.347, 1.699, 3.121], [0.914, 1.427, 4.444], [-0.084, 2.160, 5.045], [-0.707, 3.224, 4.378], [-0.273, 3.535, 3.095], [0.728, 2.800, 2.478], [3.229, 0.062, 3.160], [3.554, -1.263, 2.835], [4.467, -1.990, 3.580], [5.099, -1.423, 4.681], [4.797, -0.107, 5.017], [3.883, 0.619, 4.274], [1.344, 0.585, 4.974], [-0.409, 1.889, 6.044], [-1.497, 3.791, 4.853], [-0.716, 4.366, 2.557], [1.087, 3.108, 1.502], [3.078, -1.718, 1.980], [4.686, -3.014, 3.296], [5.820, -1.990, 5.258], [5.290, 0.364, 5.862], [3.676, 1.649, 4.537], [-4.182, 1.033, -1.522], [-3.241, -1.093, -1.188], [-4.620, -2.239, -2.611], [-4.474, -1.554, 0.725], [4.927, 0.762, 0.591], [3.353, 0.293, -0.378], [4.282, 0.022, -2.087], [2.758, -1.544, -0.447], [5.665, 1.173, -0.100], [5.372, -0.109, 1.080], [4.726, 1.500, 1.370], [4.959, -0.843, -2.024], [4.870, 0.899, -2.374], [3.569, -0.174, -2.895], [3.599, -2.190, -0.167], [2.501, -1.788, -1.480], [1.900, -1.802, 0.175]],
  "nbo_charge": [1.7071, -0.7741, -0.1261, 0.2506, -0.2399, -0.1446, -0.2700, 0.0755, -0.5796, 0.5319, 0.2339, 0.1971, 0.2170, 0.2046, 0.2181, 0.2282, -1.0930, 2.5858, -0.9744, -1.0960, -1.0326, -1.1739, 0.0878, 0.0042, -0.2556, -0.2293, -0.3146, -0.1976, -0.3399, -0.0770, -0.2222, -0.2110, -0.2748, -0.2418, -0.1711, 0.2088, 0.1903, 0.1920, 0.2039, 0.2484, 0.2256, 0.1941, 0.1902, 0.1909, 0.2043, -0.6229, 0.8781, -0.5950, -0.6237, -1.1370, 1.9174, -1.1291, -1.1234, 0.2152, 0.2231, 0.2224, 0.1825, 0.1990, 0.2103, 0.2088, 0.2307, 0.1924],
  "relative_energy_ev": 0.190,
  "homo_lumo_gap_ev": [4.31, 6.92],
  "multiplicity": 2,
  "total_charge": -2
}